{
  "formula": "C26H39F15O13",
  "method": "the ωB97M-V functional and the def2-TZVPD basis",
  "species": ["C", "C", "O", "C", "O", "C", "F", "F", "F", "H", "H", "H", "H", "H", "C", "C", "O", "C", "O", "C", "F", "F", "F", "H", "H", "H", "H", "H", "C", "C", "O", "C", "O", "C", "F", "F", "F", "H", "H", "H", "H", "H", "C", "C", "O", "C", "O", "C", "F", "F", "F", "H", "H", "H", "H", "H", "C", "C", "O", "C", "O", "C", "F", "F", "F", "H", "H", "H", "H", "H", "C", "O", "C", "C", "O", "C", "C", "O", "C", "H", "H", "H", "H", "H", "H", "H", "H", "H", "H", "H", "H", "H", "H"],
  "coordinates": [[-5.87924, 1.21104, 1.96149], [-6.00729, 0.07698, 0.93826], [-4.71201, -0.51658, 0.87867], [-4.42828, -1.34850, -0.11558], [-5.13989, -1.54862, -1.07570], [-3.04746, -2.08444, -0.01146], [-3.25541, -3.37585, -0.29643], [-2.29112, -1.59575, -1.00138], [-2.55891, -1.93831, 1.18531], [-6.79805, 1.75706, 2.17534], [-5.09951, 1.93535, 1.72596], [-5.58100, 0.88918, 2.95927], [-6.38854, 0.56862, 0.04325], [-6.66014, -0.76050, 1.18428], [-2.49454, -5.98728, -1.68364], [-1.30459, -6.35836, -2.61086], [-0.42147, -5.27613, -2.72423], [-0.68316, -4.10739, -3.36670], [-1.74551, -3.86166, -3.96712], [0.46879, -3.03355, -3.23241], [1.46237, -3.59049, -2.50265], [0.89202, -2.72998, -4.45761], [0.06500, -1.97347, -2.53622], [-3.19545, -5.31120, -2.17324], [-2.11503, -5.46194, -0.80723], [-2.89591, -6.88565, -1.21465], [-1.60528, -6.76790, -3.57520], [-0.70581, -7.15163, -2.16332], [2.01848, 0.72441, 4.60802], [3.03446, 1.10983, 3.48412], [3.93532, -0.03369, 3.26468], [4.83345, 0.00899, 2.25083], [4.85822, 0.91203, 1.43623], [5.88845, -1.06406, 2.25852], [5.54496, -2.05390, 1.46826], [7.01421, -0.51887, 1.76553], [6.10993, -1.53259, 3.50652], [1.40314, -0.14164, 4.36424], [1.30512, 1.51167, 4.85181], [2.53991, 0.39389, 5.50633], [3.63033, 1.97321, 3.78011], [2.42041, 1.29891, 2.60361], [-1.38705, -0.32283, -6.50238], [-0.24466, -0.01731, -5.60892], [0.90889, -0.35995, -6.42937], [2.13524, -0.33077, -5.85131], [2.37927, 0.31314, -4.80695], [3.24876, -0.93593, -6.75685], [3.46640, -2.17402, -6.35930], [2.91414, -1.07985, -8.04301], [4.36503, -0.23199, -6.58317], [-1.34471, 0.47306, -7.24592], [-2.32655, -0.16809, -5.97182], [-1.42010, -1.33881, -6.89582], [-0.25100, -0.58508, -4.67849], [-0.31961, 1.02807, -5.30950], [1.74100, 0.88912, -1.12656], [0.85519, 0.26866, -0.07572], [1.40603, -1.02181, 0.22448], [0.83451, -1.77479, 1.21955], [0.04035, -1.34098, 2.09791], [1.27991, -3.24084, 1.15873], [0.38713, -3.98835, 0.44106], [2.48559, -3.22018, 0.63438], [1.36807, -3.72498, 2.41337], [1.67284, 1.97307, -1.21884], [1.59289, 0.46645, -2.12030], [2.78824, 0.77900, -0.84503], [-0.08578, 0.20340, -0.62200], [0.72531, 0.91524, 0.79213], [4.23017, 4.54565, 2.66618], [2.97205, 3.93985, 2.81812], [1.87196, 4.53928, 2.20261], [0.51646, 4.19801, 2.88320], [0.19256, 2.84357, 2.50937], [-0.97931, 2.32993, 3.13215], [-2.31592, 3.01773, 2.82226], [-2.45850, 4.31925, 3.45991], [-3.75735, 4.77361, 3.30090], [4.91193, 3.91599, 3.23788], [4.37476, 5.50234, 3.16810], [4.58917, 4.60004, 1.63844], [1.72814, 4.26041, 1.15875], [1.95598, 5.62453, 2.14550], [-0.30556, 4.86488, 2.62306], [0.66043, 4.28973, 3.95975], [-0.87720, 2.33107, 4.21735], [-1.06405, 1.25978, 2.94321], [-3.01748, 2.24508, 3.13679], [-2.35258, 3.12437, 1.73811], [-3.99286, 4.92865, 2.24799], [-3.97974, 5.69268, 3.84308], [-4.52936, 4.03966, 3.53197]],
  "forces_ev_per_angstrom": [[0.003, -0.247, 1.197], [-0.456, 0.968, 0.756], [1.332, -0.269, -0.347], [-1.219, -0.091, -1.379], [0.680, 0.107, 0.982], [-2.551, 0.544, -1.046], [0.298, 0.006, 0.441], [0.766, 0.104, 0.602], [1.149, -0.130, 0.380], [-0.202, -0.075, -0.594], [-0.120, -0.045, -0.656], [0.062, -0.606, -0.005], [0.571, -0.598, -0.582], [-0.407, 0.429, 0.283], [1.083, -0.146, 0.003], [-1.576, -0.605, 0.764], [1.737, 2.709, -0.871], [-3.668, -0.817, -0.774], [3.313, -0.451, 1.573], [-0.147, -2.382, 1.200], [0.015, 0.533, -0.807], [0.096, 0.428, 0.471], [-0.128, 0.234, -0.790], [-0.216, -0.480, 0.032], [0.335, 0.223, -0.156], [-0.557, -0.064, -0.615], [-0.208, 0.486, -0.209], [0.066, 0.192, 0.186], [0.852, -0.704, -0.175], [-1.165, -0.716, 0.673], [0.703, -0.650, -0.370], [-2.256, 3.475, 0.305], [0.143, -1.347, 0.641], [0.717, 0.215, 0.615], [-0.237, -0.902, -0.343], [-0.082, -0.408, 0.507], [0.133, 0.128, -0.744], [0.067, -0.030, -0.581], [0.418, 0.315, -0.154], [0.139, 0.383, 0.162], [-0.094, -0.211, -0.311], [0.607, 0.202, -0.243], [-1.083, 0.522, -0.017], [0.042, -0.446, 0.506], [1.651, -0.444, 0.981], [-1.052, 3.778, 1.999], [-0.467, -2.747, -3.090], [-0.558, -0.304, 0.455], [0.442, -1.074, 0.899], [0.107, 1.145, 0.001], [-0.238, -0.017, -0.616], [-0.254, -0.530, -0.637], [-0.035, 0.004, 0.163], [0.316, 0.215, -0.162], [0.309, -0.188, -0.198], [0.737, 0.153, -0.252], [1.421, 0.341, 0.017], [-0.329, 1.122, -0.936], [-1.084, -1.676, 1.404], [-2.790, 3.490, 1.806], [2.928, -1.640, -3.309], [-0.493, 0.712, 0.769], [1.184, 0.560, 0.602], [0.396, -1.154, -0.595], [-0.275, -0.137, -0.863], [-0.676, 0.032, 0.175], [0.030, -0.130, 0.115], [0.151, -0.331, -0.068], [-0.536, -0.701, 0.734], [0.168, -0.351, 0.219], [0.680, -0.411, 0.483], [-0.451, 0.057, 0.281], [-1.613, 0.702, -0.408], [1.225, -0.662, -0.109], [-0.503, 0.157, 0.202], [0.049, 0.663, 0.817], [1.550, 0.148, -0.109], [0.428, -1.802, 0.032], [-1.364, 0.141, -0.905], [0.119, -0.320, -0.298], [-0.709, 0.491, -0.176], [-0.196, -0.009, -0.149], [0.430, -0.487, -0.303], [0.188, 0.308, 0.428], [0.261, 0.158, -0.350], [-0.095, -0.238, 0.306], [0.247, 0.393, 0.409], [0.107, 0.044, -0.758], [-0.749, 0.508, 0.249], [-0.405, 0.204, -0.225], [0.250, 0.518, -0.444], [0.469, -0.104, 0.115], [0.074, -0.374, 0.787]],
  "mulliken_charge": [-1.113, -0.288, -0.140, 0.108, -0.557, 1.062, -0.289, -0.228, -0.217, 0.470, 0.198, 0.334, 0.293, 0.322, -0.870, -0.301, -0.242, 0.353, -0.605, 0.840, -0.274, -0.202, -0.168, 0.274, 0.145, 0.423, 0.307, 0.320, -1.400, 0.517, -0.286, 0.487, -0.541, 0.784, -0.223, -0.247, -0.252, 0.236, 0.271, 0.434, 0.182, 0.024, -1.493, 0.719, -0.219, 0.457, -0.556, 0.811, -0.238, -0.246, -0.230, 0.379, 0.409, 0.337, -0.390, 0.285, -1.434, 0.971, -0.194, 0.475, -0.536, 0.721, -0.209, -0.217, -0.258, 0.406, 0.185, 0.332, 0.096, -0.328, -0.912, -0.125, -0.697, -0.617, -0.003, -0.819, -0.585, -0.332, -0.786, 0.254, 0.353, 0.346, 0.253, 0.444, 0.440, 0.343, 0.377, 0.433, 0.390, 0.369, 0.341, 0.273, 0.282],
  "total_energy_ha": -3490.1581,
  "lumo_energy_ev": 0.447,
  "max_force_ev_per_a": 4.82,
  "gap_ev": 10.37,
  "total_charge": 0,
  "molar_mass_da": 844.56,
  "multiplicity": 1,
  "homo_ev": -9.92,
  "smiles": "CCOC(=O)C(F)(F)F.CCOC(=O)C(F)(F)F.CCOC(=O)C(F)(F)F.CCOC(=O)C(F)(F)F.CCOC(=O)C(F)(F)F.COCCOCCOC"
}